No. 1
{"formula": "C33H50IrN6P", "method": "the ωB97M-V functional and the def2-TZVPD basis", "total_charge": 3, "homo_lumo_gap_ev": [4.995, 5.196], "homo_energy_ha": [-0.5951, -0.5939], "s_squared": 0.79, "largest_force_ev_per_a": 3.19, "lumo_ev": [-11.20, -10.97], "multiplicity": 2, "species": ["Ir", "C", "C", "C", "P", "C", "C", "C", "C", "C", "C", "C", "C", "C", "C", "N", "C", "C", "C", "C", "C", "C", "C", "C", "C", "H", "H", "H", "H", "H", "H", "H", "H", "H", "H", "H", "H", "H", "H", "H", "H", "H", "H", "H", "H", "H", "H", "H", "H", "H", "H", "H", "H", "H", "H", "H", "C", "N", "C", "C", "N", "C", "H", "H", "H", "H", "H", "H", "C", "C", "N", "C", "N", "C", "C", "C", "N", "C", "H", "H", "H", "H", "H", "H", "H", "H", "H", "H", "H", "H", "H"], "xyz": [[-0.45, 0.18, 0.46], [-0.12, -3.73, 0.96], [-1.43, -3.25, 0.32], [-2.14, -4.37, -0.45], [-1.10, -1.76, -0.71], [-2.47, -1.62, -1.93], [-3.73, -1.14, -1.19], [-2.12, -0.68, -3.08], [0.40, -2.03, -1.67], [0.50, -2.99, -2.64], [1.69, -3.20, -3.36], [1.82, -4.29, -4.37], [2.77, -2.33, -3.10], [2.68, -1.34, -2.15], [1.50, -1.20, -1.38], [1.41, -0.25, -0.41], [2.55, 0.31, 0.18], [3.51, -0.52, 0.80], [3.31, -2.01, 0.92], [4.64, 0.06, 1.35], [4.87, 1.43, 1.31], [6.12, 2.03, 1.86], [3.88, 2.24, 0.75], [2.73, 1.72, 0.20], [1.70, 2.64, -0.41], [-0.33, -4.53, 1.67], [0.38, -2.92, 1.49], [0.56, -4.13, 0.20], [-2.09, -2.90, 1.12], [-2.20, -5.24, 0.21], [-1.58, -4.68, -1.33], [-3.15, -4.10, -0.73], [-2.64, -2.62, -2.32], [-3.58, -0.14, -0.78], [-4.02, -1.81, -0.38], [-4.56, -1.09, -1.90], [-1.82, 0.30, -2.71], [-3.00, -0.54, -3.71], [-1.32, -1.07, -3.71], [-0.36, -3.61, -2.88], [0.94, -4.91, -4.43], [2.69, -4.91, -4.12], [2.03, -3.87, -5.36], [3.69, -2.45, -3.66], [3.50, -0.66, -1.99], [2.27, -2.27, 1.08], [3.90, -2.40, 1.74], [3.64, -2.53, 0.01], [5.38, -0.58, 1.82], [6.77, 1.29, 2.31], [5.90, 2.80, 2.60], [6.67, 2.54, 1.06], [4.03, 3.31, 0.73], [1.93, 3.68, -0.19], [0.70, 2.42, -0.01], [1.66, 2.52, -1.50], [-0.92, -1.14, 5.92], [-0.29, -0.80, 4.64], [0.97, -0.28, 4.48], [1.13, -0.04, 3.15], [-0.03, -0.42, 2.50], [-0.86, -0.88, 3.44], [-0.17, -1.16, 6.70], [-1.40, -2.11, 5.86], [-1.67, -0.39, 6.18], [1.64, -0.12, 5.31], [1.98, 0.36, 2.63], [-1.85, -1.26, 3.26], [-2.15, 4.66, -2.51], [-1.65, 3.29, -2.94], [-1.46, 2.46, -1.74], [-2.05, 2.65, -0.55], [-1.74, 1.78, 0.44], [-2.35, 2.00, 1.77], [-2.61, 3.47, 2.02], [-3.49, 3.99, 0.91], [-2.90, 3.66, -0.39], [-3.31, 4.47, -1.55], [-2.47, 5.23, -3.38], [-1.36, 5.21, -2.00], [-0.70, 3.37, -3.46], [-2.37, 2.82, -3.61], [-0.81, 1.70, -1.79], [-1.69, 1.59, 2.53], [-3.30, 1.45, 1.83], [-1.66, 4.01, 2.04], [-3.10, 3.60, 2.99], [-3.58, 5.07, 0.97], [-4.49, 3.56, 0.97], [-3.66, 5.43, -1.18], [-4.16, 3.99, -2.05]]}



No. 2
{"formula": "C37H38F6N2O3PtSbSiTe", "method": "the ωB97M-V functional and the def2-TZVPD basis", "total_charge": -1, "homo_lumo_gap_ev": 6.784, "homo_energy_ha": -0.1825, "largest_force_ev_per_a": 2.04, "lumo_ev": 1.82, "species": ["Pt", "O", "C", "O", "C", "C", "C", "C", "C", "N", "H", "H", "H", "H", "C", "C", "C", "C", "C", "C", "Te", "N", "C", "O", "C", "C", "C", "C", "C", "C", "C", "C", "C", "C", "C", "C", "C", "C", "C", "C", "H", "H", "H", "H", "H", "H", "H", "H", "H", "H", "H", "H", "H", "H", "H", "H", "H", "H", "H", "H", "H", "H", "H", "C", "Si", "C", "C", "C", "C", "C", "C", "C", "H", "H", "H", "H", "H", "H", "H", "H", "H", "H", "H", "F", "Sb", "F", "F", "F", "F", "F"], "xyz": [[0.92, 1.14, 1.35], [4.90, 0.58, 1.90], [3.69, 0.61, 1.81], [2.95, 1.61, 1.53], [2.91, -0.66, 2.13], [3.52, -1.85, 2.47], [2.74, -2.92, 2.88], [1.37, -2.73, 3.03], [0.82, -1.51, 2.68], [1.57, -0.53, 2.19], [4.60, -1.89, 2.41], [3.19, -3.88, 3.11], [0.73, -3.51, 3.40], [-0.23, -1.28, 2.82], [0.53, -7.64, -2.59], [0.18, -6.24, -2.15], [-1.14, -5.82, -2.08], [-1.48, -4.54, -1.66], [-2.94, -4.17, -1.59], [-0.47, -3.62, -1.32], [-1.02, -1.79, -0.20], [-0.92, 0.41, 1.19], [-1.86, 0.97, 1.84], [-1.72, 2.12, 2.51], [-3.18, 0.26, 1.96], [-4.42, 0.82, 1.64], [-5.58, 0.08, 1.76], [-5.55, -1.22, 2.22], [-4.34, -1.78, 2.60], [-3.17, -1.04, 2.47], [-1.42, -0.51, -1.83], [-2.77, -0.26, -2.09], [-3.15, 0.65, -3.07], [-2.19, 1.32, -3.79], [-0.85, 1.09, -3.53], [-0.44, 0.19, -2.54], [1.03, 0.01, -2.27], [0.87, -4.05, -1.37], [2.04, -3.17, -0.99], [1.16, -5.34, -1.79], [-0.36, -8.22, -2.83], [1.09, -8.17, -1.81], [1.16, -7.62, -3.48], [-1.94, -6.52, -2.34], [-3.55, -4.95, -2.04], [-3.14, -3.23, -2.09], [-3.25, -4.05, -0.55], [-4.49, 1.84, 1.28], [-6.53, 0.55, 1.50], [-6.47, -1.80, 2.30], [-4.30, -2.78, 3.00], [-2.24, -1.46, 2.82], [-3.52, -0.77, -1.50], [-4.21, 0.84, -3.23], [-2.47, 2.03, -4.55], [-0.09, 1.64, -4.08], [1.62, 0.73, -2.84], [1.35, -0.99, -2.54], [1.25, 0.16, -1.20], [1.72, -2.28, -0.46], [2.59, -2.86, -1.88], [2.73, -3.73, -0.36], [2.20, -5.66, -1.82], [1.56, 4.32, 2.66], [1.39, 4.43, 0.83], [0.65, 6.01, 0.21], [2.95, 4.11, -0.15], [2.91, 3.35, -1.32], [4.05, 3.18, -2.09], [5.25, 3.75, -1.70], [5.31, 4.50, -0.53], [4.17, 4.67, 0.23], [2.01, 5.24, 3.06], [2.17, 3.47, 2.94], [0.58, 4.22, 3.12], [1.48, 6.71, 0.08], [-0.07, 6.43, 0.91], [0.13, 5.87, -0.73], [1.98, 2.89, -1.63], [4.00, 2.58, -3.00], [6.13, 3.63, -2.31], [6.25, 4.93, -0.21], [4.23, 5.25, 1.15], [0.50, 3.07, 0.39], [-2.71, 3.91, 1.74], [-2.11, 5.36, 2.81], [-3.61, 3.44, 3.35], [-4.47, 4.35, 1.20], [-2.68, 2.69, 0.28], [-2.08, 5.07, 0.37]]}



No. 3
{"formula": "C2H6IOP", "method": "the ωB97M-V functional and the def2-TZVPD basis", "smiles": "C=C.OPI", "homo_lumo_gap_ev": 8.983, "homo_energy_ha": -0.3321, "largest_force_ev_per_a": 2.42, "lumo_ev": -0.05, "species": ["C", "C", "H", "H", "H", "H", "O", "P", "I", "H", "H"], "xyz": [[-1.54, -0.18, -1.76], [-1.84, -0.51, -0.54], [-2.13, -0.31, -2.67], [-0.60, 0.30, -1.75], [-2.73, -1.08, -0.45], [-1.13, -0.47, 0.23], [1.98, 0.85, 2.32], [1.71, 0.85, 0.74], [3.99, 0.13, 0.14], [1.32, 0.84, 3.00], [0.98, -0.41, 0.74]]}



No. 4
{"formula": "CHCl3O2PS", "method": "the ωB97M-V functional and the def2-TZVPD basis", "total_charge": -1, "homo_lumo_gap_ev": 7.885, "homo_energy_ha": -0.1710, "largest_force_ev_per_a": 2.57, "lumo_ev": 3.23, "species": ["C", "O", "O", "P", "S", "Cl", "Cl", "Cl", "H"], "xyz": [[0.60, -0.49, 2.14], [-0.29, -1.16, -2.36], [-0.98, 0.70, -0.82], [0.15, 0.04, -1.63], [1.33, 1.43, -2.37], [-0.36, -1.88, 2.59], [1.06, -0.80, 0.30], [-0.55, 0.83, 2.21], [-0.96, 1.33, -0.07]]}



No. 5
{"formula": "C4H6O", "method": "the ωB97M-V functional and the def2-TZVPD basis", "smiles": "C=C=CCO", "homo_lumo_gap_ev": 10.732, "homo_energy_ha": -0.3606, "largest_force_ev_per_a": 3.75, "lumo_ev": 0.92, "species": ["C", "C", "C", "C", "O", "H", "H", "H", "H", "H", "H"], "xyz": [[-2.19, -0.70, -0.22], [-0.90, -0.38, -0.42], [0.33, -0.06, -0.62], [1.12, 0.81, 0.28], [2.27, 0.18, 0.74], [-2.97, -0.06, -0.62], [-2.45, -1.50, 0.46], [0.90, -0.51, -1.46], [0.43, 1.20, 1.06], [1.43, 1.68, -0.32], [2.02, -0.67, 1.12]]}



No. 6
{"formula": "C5H8N2S", "method": "the ωB97M-V functional and the def2-TZVPD basis", "smiles": "CC/C=N\\N=C\\C=S", "homo_lumo_gap_ev": 8.081, "homo_energy_ha": -0.3315, "largest_force_ev_per_a": 1.58, "lumo_ev": -0.94, "species": ["C", "C", "C", "N", "N", "C", "C", "S", "H", "H", "H", "H", "H", "H", "H", "H"], "xyz": [[-1.15, 0.22, -1.66], [0.38, 0.35, -1.64], [0.83, 1.40, -0.66], [1.11, 1.23, 0.57], [1.09, -0.04, 1.06], [0.19, -0.33, 1.90], [0.18, -1.67, 2.49], [-0.95, -2.21, 3.49], [-1.47, -0.52, -2.42], [-1.52, -0.12, -0.69], [-1.60, 1.15, -1.89], [0.73, 0.63, -2.60], [0.85, -0.60, -1.32], [0.90, 2.43, -0.99], [-0.60, 0.38, 2.21], [1.02, -2.30, 2.17]]}